{"formula": "C18H16N2O6", "method": "ωB97M-V with the def2-TZVPD basis set", "elements": ["C", "C", "O", "C", "C", "C", "C", "N", "C", "C", "O", "C", "O", "C", "C", "C", "C", "O", "C", "C", "C", "O", "N", "O", "C", "C", "H", "H", "H", "H", "H", "H", "H", "H", "H", "H", "H", "H", "H", "H", "H", "H"], "coordinates": [[-2.9309, 3.3026, -2.9765], [-3.3017, 1.9941, -3.7631], [-4.1063, 1.1362, -2.9425], [-3.3052, 0.6344, -1.8967], [-3.5515, 1.0239, -0.6324], [-2.7789, 0.5470, 0.3518], [-1.8258, -0.5083, 0.1798], [-1.0071, -0.8799, 1.1548], [-0.0468, -1.8040, 1.1311], [0.6483, -2.2398, 2.3872], [1.8926, -1.6432, 2.8652], [2.3186, -2.2678, 4.0615], [1.9317, -3.2565, 4.6655], [3.4910, -1.6276, 4.6303], [4.1977, -2.0254, 5.7380], [5.3350, -1.1534, 5.9355], [5.2645, -0.2679, 4.9030], [4.1829, -0.4915, 4.0762], [-0.0001, -2.4091, -0.2137], [1.1108, -3.3505, -0.3886], [2.4995, -2.9799, -0.7701], [0.9339, -4.5486, -0.4693], [-0.7689, -2.0254, -1.2716], [-0.7125, -2.5361, -2.3898], [-1.7138, -1.1151, -1.0674], [-2.4801, -0.4681, -2.0946], [-2.1092, 3.0361, -2.2757], [-3.7862, 3.6903, -2.4746], [-2.6172, 4.0357, -3.6069], [-3.9294, 2.1856, -4.6195], [-2.3553, 1.3777, -4.0840], [-4.3516, 1.7398, -0.4486], [-3.0042, 0.7977, 1.3300], [0.9729, -3.3020, 2.2259], [-0.0559, -2.2435, 3.2029], [3.9628, -2.8893, 6.4101], [6.1392, -1.3872, 6.5587], [6.0534, 0.5467, 4.7031], [2.6510, -2.0750, -0.1890], [2.4017, -2.7597, -1.8207], [3.2570, -3.6771, -0.6017], [-2.5023, -0.8741, -3.1576]], "forces_ev_per_angstrom": [[0.239, -3.589, 0.800], [1.355, -0.182, 0.228], [1.470, -0.483, 1.056], [-0.315, -2.624, -2.695], [-0.852, 1.809, 1.589], [0.606, -1.645, 0.392], [0.512, -0.042, -0.463], [1.051, 0.148, 3.895], [-3.089, 2.026, -4.081], [1.234, -2.509, -0.024], [-0.587, -0.717, 1.335], [0.449, -0.030, -0.171], [-0.884, 1.365, -2.034], [2.641, 1.870, 0.563], [-0.164, -0.626, 0.683], [-2.162, -0.624, -2.179], [0.914, 0.610, -0.223], [0.026, -0.833, 1.322], [1.601, 0.709, 2.322], [1.086, -3.659, -2.571], [-1.470, 3.287, 0.856], [-1.525, -0.401, 0.970], [0.860, -1.548, 1.683], [1.075, -1.129, -1.814], [-2.699, 4.272, -0.260], [-0.123, -0.960, -2.742], [-0.644, 0.471, -0.222], [-0.705, 0.043, 0.633], [1.182, 2.024, -1.980], [0.029, 0.191, -0.361], [-1.607, 1.402, 0.381], [0.271, -0.068, 0.101], [-0.028, 0.698, 1.888], [-0.796, 0.592, 0.067], [-0.392, 0.190, 0.117], [0.067, 0.979, -1.006], [0.931, 0.264, 1.043], [-1.935, -1.302, -0.253], [0.990, 0.581, -0.376], [0.279, 0.417, -0.501], [0.695, -1.396, 0.424], [0.413, 0.419, 1.608]], "relative_energy_kcal_mol": 205.92, "total_energy_ev": -34184.62233, "smiles": "CCOc1ccc2nc(COC(=O)c3ccco3)c(C(C)=O)[n+]([O-])c2c1", "multiplicity": 1, "homo_lumo_gap_ev": 8.0}